Entry 1:
{"formula": "C27H36BrN5O", "method": "the ωB97M-V functional and the def2-TZVPD basis", "species": ["C", "C", "H", "H", "C", "H", "C", "H", "N", "H", "H", "H", "C", "C", "C", "H", "H", "H", "H", "C", "H", "C", "N", "H", "C", "H", "C", "C", "H", "O", "C", "C", "C", "C", "C", "C", "H", "Br", "H", "H", "H", "H", "H", "H", "H", "C", "H", "C", "H", "H", "H", "C", "H", "C", "H", "C", "C", "C", "H", "H", "N", "H", "N", "H", "C", "C", "N", "H", "H", "H"], "positions_angstrom": [[-2.00, 5.71, -0.44], [-0.81, 4.18, -1.96], [-6.51, 6.31, -1.79], [-6.25, -6.31, -4.53], [10.77, -3.33, 4.83], [-9.40, 9.81, -0.72], [-6.39, 7.33, -1.47], [-7.65, -4.67, -5.67], [5.37, -5.44, 1.85], [-6.70, -4.13, -4.50], [10.23, -6.64, 2.90], [7.78, -7.08, 3.45], [9.31, -4.74, 3.47], [-3.14, 6.53, -0.21], [7.95, -4.99, 2.77], [12.23, -6.20, 4.15], [5.32, -3.42, 1.24], [-1.20, 5.53, 0.26], [-4.44, 6.51, -3.24], [-10.17, -4.16, -4.70], [-10.92, -3.85, -3.98], [-7.25, -6.11, -4.14], [-7.53, -4.68, -4.67], [7.68, -3.04, 2.15], [4.02, -5.78, 1.45], [-0.39, 3.76, -1.05], [6.05, -6.47, 2.43], [-3.72, 6.30, -2.46], [-0.01, 4.63, -2.55], [-8.69, -3.46, -3.00], [-2.70, 5.43, -2.70], [10.32, -5.73, 3.47], [9.56, -3.52, 4.12], [-7.51, 8.10, -1.20], [11.50, -5.40, 4.13], [-5.07, 7.75, -1.05], [-2.53, 5.09, -3.71], [-1.46, -2.86, -4.70], [-8.72, 10.07, 0.91], [13.85, -3.91, 4.79], [12.98, -2.98, 5.95], [-7.98, -6.89, -4.36], [-1.28, 3.36, -2.50], [8.76, -2.79, 4.23], [-10.38, -5.18, -5.03], [-4.92, 9.01, -0.40], [5.58, -7.43, 2.54], [7.17, -3.99, 2.19], [10.91, -2.39, 5.33], [4.14, -6.62, 0.77], [13.36, -4.72, 6.31], [5.92, -4.23, 1.65], [3.52, -5.01, 0.86], [-3.93, 6.86, -1.25], [-8.53, 7.81, -1.42], [-6.08, 9.73, -0.16], [-8.50, 10.08, -0.16], [13.07, -3.99, 5.55], [-8.32, 11.10, -0.50], [-3.95, 9.34, -0.05], [-1.85, 5.14, -1.64], [-10.36, -3.46, -5.52], [11.74, -4.32, 4.82], [-6.01, 10.65, 0.39], [-8.81, -4.09, -4.04], [7.31, -6.24, 2.96], [-7.34, 9.27, -0.51], [-7.23, -6.01, -3.05], [3.42, -6.05, 2.31], [-3.20, 6.92, 0.80]], "e_homo_ev": -10.78, "relative_energy_kj_mol": 248.9, "total_charge": 4, "gap_ev": 1.31, "molar_mass_g_mol": 526.5}

Entry 2:
{"formula": "C4H4O2", "method": "the ωB97M-V functional and the def2-TZVPD basis", "species": ["H", "H", "H", "C", "O", "C", "O", "C", "C", "H"], "positions_angstrom": [[0.42, -1.76, 0.82], [-1.66, -0.34, 0.89], [-1.50, -0.12, -0.92], [0.28, -0.96, 0.10], [0.82, -0.97, -1.14], [-0.15, 1.13, 0.17], [-0.34, 2.26, 0.56], [1.07, 0.29, -0.12], [-1.01, -0.11, 0.06], [2.06, 0.58, -0.40]], "e_homo_ev": -9.80, "relative_energy_kj_mol": 271.3, "gap_ev": 10.22, "smiles": "O=C1C[C@H]2O[C@@H]12", "molar_mass_g_mol": 84.1}

Entry 3:
{"formula": "C27H21ClMoN7O4", "method": "the ωB97M-V functional and the def2-TZVPD basis", "species": ["O", "C", "C", "H", "C", "H", "C", "H", "H", "N", "C", "C", "C", "C", "N", "Cl", "C", "N", "H", "C", "H", "C", "C", "H", "C", "C", "H", "O", "N", "H", "C", "C", "C", "C", "H", "H", "N", "H", "H", "C", "H", "C", "C", "C", "H", "H", "C", "C", "H", "N", "N", "H", "C", "H", "O", "O", "C", "H", "Mo", "H", "C"], "positions_angstrom": [[4.22, -3.31, 2.23], [-2.09, -0.63, 5.05], [-0.96, 1.48, -2.23], [-0.71, -1.27, 3.68], [-1.47, -0.54, 3.80], [2.07, 4.48, -3.47], [3.94, -0.02, 0.47], [-0.19, 2.56, -0.63], [-3.07, 1.85, -0.70], [2.81, 0.49, -0.03], [2.69, 1.64, -0.95], [-2.17, 2.25, -0.21], [-1.84, -3.10, -4.06], [3.63, -1.25, 1.14], [-0.83, 1.76, -0.78], [5.41, 0.71, 0.42], [4.55, -2.09, 1.98], [1.75, -0.28, 0.37], [2.60, 0.26, -2.46], [2.18, 3.69, -2.67], [2.21, 2.24, -4.19], [2.38, 2.42, -3.16], [-2.24, 1.79, 1.23], [-0.72, -3.54, -0.24], [-1.01, -3.40, -1.32], [-1.67, -4.33, -3.43], [-3.71, 2.96, 2.17], [1.47, -3.27, 2.18], [-1.45, 0.74, 1.64], [-0.02, 1.66, -2.70], [2.31, 3.98, -1.31], [-1.63, -2.01, -3.24], [-1.80, 0.48, 2.98], [2.49, 2.94, -0.47], [-2.18, 3.33, -0.28], [-1.13, -5.52, -1.72], [-0.94, -0.84, -1.43], [2.36, 4.99, -0.97], [-1.77, -1.44, 5.69], [-1.22, -2.17, -1.92], [2.49, 3.06, 0.63], [-3.39, 1.42, 4.63], [1.22, -2.26, 1.62], [-1.26, -4.50, -2.12], [-1.66, 2.15, -2.74], [-1.85, -5.21, -4.03], [-1.23, 0.01, -2.42], [2.61, 1.34, -2.27], [3.33, -3.53, 1.92], [-1.63, -0.64, -3.52], [-3.00, 2.23, 2.26], [-4.07, 2.23, 4.84], [-3.02, 0.38, 5.47], [-2.02, -3.04, -5.18], [-0.03, -1.84, 1.26], [5.62, -1.60, 2.26], [-2.74, 1.42, 3.37], [-2.09, -0.18, -4.25], [-0.28, -0.17, 0.30], [-3.53, 0.33, 6.43], [2.27, -1.29, 1.08]], "s2": 2.011, "e_homo_ev": [-17.43, -17.45], "multiplicity": 3, "total_charge": 3, "gap_ev": [6.45, 6.75], "molar_mass_g_mol": 638.9}

Entry 4:
{"formula": "C14H18N5O3SZn", "method": "the ωB97M-V functional and the def2-TZVPD basis", "species": ["C", "N", "C", "H", "H", "H", "Zn", "H", "C", "N", "H", "O", "C", "H", "H", "S", "H", "C", "H", "N", "C", "C", "N", "C", "O", "C", "C", "C", "H", "C", "H", "O", "H", "C", "H", "H", "H", "H", "C", "H", "H", "N"], "positions_angstrom": [[-1.95, -0.73, 1.21], [2.19, -0.88, 3.08], [-1.26, 3.21, -3.24], [-2.27, -0.48, -1.50], [2.58, -1.68, 6.35], [-1.62, -3.47, 1.54], [0.66, -0.24, 0.38], [-1.89, 3.13, -2.36], [2.05, -1.83, 5.42], [3.63, -0.13, 4.55], [0.99, -1.60, 5.57], [-3.01, -0.64, 1.78], [2.64, -0.95, 4.39], [-3.28, -3.10, 1.05], [1.01, 3.44, -6.37], [2.80, 0.54, 0.80], [4.50, 1.17, 3.21], [0.38, 3.37, -5.49], [0.26, -1.31, 2.84], [0.43, 0.73, -1.49], [-2.25, -3.17, 0.70], [0.18, 1.47, -2.33], [1.16, -1.58, 2.46], [-1.56, 4.10, -4.25], [-0.91, 0.02, 1.44], [-1.81, -1.84, 0.14], [-0.13, 2.39, -3.37], [-0.74, 4.19, -5.37], [-2.56, -2.20, -1.86], [-2.62, -1.43, -1.09], [2.13, -2.88, 5.13], [-0.40, -1.94, -0.24], [1.56, 1.83, -4.57], [2.93, 0.04, 2.42], [-0.98, 4.89, -6.15], [-2.20, -3.95, -0.07], [-2.43, 4.74, -4.16], [1.32, -2.58, 2.53], [0.69, 2.47, -4.49], [-3.67, -1.32, -0.80], [-0.33, -2.28, -1.14], [3.79, 0.47, 3.34]], "e_homo_ev": -12.10, "total_charge": 1, "gap_ev": 9.34, "molar_mass_g_mol": 401.8}

Entry 5:
{"formula": "C4H2O", "method": "the ωB97M-V functional and the def2-TZVPD basis", "species": ["C", "C", "H", "C", "O", "C", "H"], "positions_angstrom": [[-0.64, -0.68, -0.25], [1.87, 0.01, 0.09], [-0.84, 1.36, 0.52], [0.40, -1.39, 0.16], [1.10, 0.98, -0.04], [-0.25, 0.67, -0.06], [-1.65, -0.96, -0.43]], "s2": 2.037, "e_homo_ev": [-8.20, -9.70], "multiplicity": 3, "relative_energy_kj_mol": 148.4, "gap_ev": [8.70, 8.17], "molar_mass_g_mol": 66.1}

Entry 6:
{"formula": "C27H77N32O16", "method": "the ωB97M-V functional and the def2-TZVPD basis", "species": ["N", "H", "N", "H", "C", "C", "H", "H", "H", "N", "O", "N", "N", "H", "H", "H", "H", "H", "H", "N", "N", "N", "C", "C", "C", "H", "N", "N", "N", "C", "H", "N", "O", "N", "H", "H", "H", "C", "H", "H", "H", "O", "C", "H", "N", "N", "H", "H", "O", "H", "H", "H", "N", "H", "H", "H", "H", "C", "H", "H", "H", "H", "H", "C", "C", "N", "C", "H", "C", "N", "O", "C", "O", "H", "H", "H", "H", "H", "N", "O", "H", "H", "C", "H", "N", "H", "N", "H", "H", "C", "N", "O", "H", "O", "H", "C", "C", "H", "H", "C", "H", "N", "N", "H", "N", "C", "H", "H", "H", "H", "O", "H", "N", "O", "H", "C", "C", "H", "C", "O", "H", "N", "C", "H", "H", "N", "O", "H", "H", "H", "O", "H", "H", "H", "O", "H", "H", "N", "H", "H", "H", "N", "H", "H", "H", "C", "H", "C", "N", "N", "C", "O"], "positions_angstrom": [[5.00, -5.60, -11.47], [5.58, 7.37, 7.43], [-5.13, -3.01, 5.53], [-2.26, -4.94, -7.21], [2.57, 3.03, 4.95], [-1.49, 4.33, -4.34], [-6.96, 2.58, 1.34], [1.94, -3.61, -9.19], [4.40, 4.46, -2.31], [-0.36, 4.70, -3.72], [3.01, -4.91, -10.69], [2.21, 1.24, 3.17], [-3.48, 3.66, 4.45], [-9.43, 0.14, 3.50], [-1.16, -1.89, 2.49], [4.04, 4.79, 4.94], [-0.51, -4.23, -3.67], [-2.58, 3.34, 4.78], [-0.97, -0.44, 7.77], [1.46, -3.03, -8.52], [4.84, 8.68, 4.64], [4.34, -3.46, -11.79], [-4.56, 2.88, 4.37], [-8.25, -0.70, 5.00], [3.24, 0.20, 2.80], [-2.79, -1.56, 1.59], [-0.47, 1.00, -2.95], [2.15, -4.27, -5.41], [5.56, 8.05, 6.68], [0.91, -1.89, -8.98], [-4.19, -5.30, 5.19], [4.94, 3.61, -2.28], [4.88, 0.35, 6.83], [5.51, 1.69, -1.22], [3.65, -2.73, -11.68], [-0.15, -0.29, -8.35], [1.77, 3.58, 4.30], [0.08, 0.23, 1.77], [1.42, -3.32, -7.56], [-2.57, -4.76, 4.85], [4.19, 3.65, 3.37], [0.96, -1.55, -10.15], [-8.96, 2.28, 1.24], [2.31, -5.26, -5.46], [-0.75, -1.94, 9.74], [-9.29, -1.43, 5.44], [3.80, -3.35, 2.85], [-1.28, 5.87, -5.73], [-1.63, -6.34, -5.28], [1.12, 1.40, 6.55], [-10.91, 2.16, 0.74], [0.34, 0.95, 0.85], [0.28, -4.61, -4.17], [-2.01, -1.50, 6.86], [5.40, 1.05, -0.44], [0.17, 0.79, -3.70], [4.95, 3.11, 5.03], [-2.74, -6.29, -5.80], [0.21, 5.48, -4.01], [6.08, 8.90, 6.79], [-9.13, -2.04, 6.23], [2.88, -0.26, -7.74], [0.75, -1.16, -2.63], [2.48, 1.40, 4.68], [4.05, -4.67, -11.28], [-7.77, 2.70, 0.75], [4.65, 0.66, 2.15], [2.42, 2.15, 2.66], [0.09, 0.40, 4.57], [3.87, 1.02, 6.53], [-7.15, -0.75, 5.52], [4.95, -0.38, -7.95], [-2.10, -3.29, 8.55], [5.20, -3.25, -12.28], [0.41, -5.60, -4.20], [5.34, 9.55, 4.71], [6.16, 1.45, -1.96], [-0.01, -1.56, -1.11], [0.28, -1.15, -8.04], [-5.64, 3.28, 3.97], [-3.62, -7.63, -4.57], [-0.08, 4.16, -2.91], [5.91, -0.34, 1.72], [-7.66, 3.12, -0.16], [-3.78, -7.02, -5.36], [-10.21, -1.41, 5.02], [3.77, 0.19, -7.63], [-9.93, 2.88, -0.50], [4.81, 1.83, 1.99], [-3.84, -3.24, 5.22], [-4.37, 1.60, 4.75], [3.98, 3.07, -0.31], [2.41, 3.21, 6.11], [6.02, 0.18, -7.80], [5.87, -5.43, -11.95], [1.30, 0.69, 5.64], [5.54, -1.94, 2.05], [5.71, -2.09, -8.70], [-4.70, -7.00, -5.77], [4.05, -2.19, 2.66], [6.31, -2.81, 1.85], [2.95, -1.25, 3.02], [-3.01, -5.51, -6.85], [5.58, 3.41, -3.03], [-1.82, 5.09, -5.40], [1.11, -3.72, -4.76], [-5.16, 0.98, 4.70], [-2.49, -0.91, 3.40], [-0.82, 1.05, 4.99], [-0.73, -2.62, 10.49], [-1.43, 0.46, -0.99], [3.80, 1.12, -7.25], [-1.46, 0.26, 1.85], [3.69, 0.76, 5.22], [6.93, 0.02, 1.27], [4.76, 2.80, -1.21], [-0.65, 0.19, -1.89], [-1.83, 0.37, 0.86], [4.03, 3.66, 4.54], [-3.02, -2.35, 5.08], [0.25, 2.01, 3.07], [-3.53, -4.54, 5.08], [0.73, 0.91, 3.12], [2.79, -3.64, -5.87], [4.82, -6.53, -11.10], [-1.47, -1.31, 7.70], [0.92, -2.51, -4.71], [-3.58, 4.63, 4.17], [0.23, -1.41, -7.07], [-3.48, 1.25, 5.08], [-2.17, 3.39, -3.96], [-1.01, 1.85, -2.99], [-0.16, -0.75, 4.68], [4.30, 8.49, 3.80], [-9.07, 1.77, 2.34], [0.50, -0.84, 1.54], [-5.82, -3.74, 5.65], [-8.53, 0.09, 3.94], [-7.77, 0.65, 3.58], [-0.23, -1.09, 9.85], [-3.92, -5.45, -7.29], [-10.00, 2.47, 0.41], [-5.41, -2.05, 5.64], [-2.67, 4.84, -5.90], [3.97, -2.11, -8.58], [-1.48, -2.25, 8.66], [1.70, -0.41, 5.87], [-2.00, -1.07, 2.33], [4.85, -1.63, -8.45], [0.10, -0.92, -1.90], [4.83, 7.74, 5.60], [4.21, 6.70, 5.49]], "e_homo_ev": -10.36, "total_charge": 1, "gap_ev": 7.26, "molar_mass_g_mol": 1106.1}

Entry 7:
{"formula": "CH2FIO", "method": "the ωB97M-V functional and the def2-TZVPD basis", "species": ["H", "C", "F", "O", "I", "H"], "positions_angstrom": [[-0.06, 1.29, -0.18], [1.07, -1.18, -0.12], [0.82, -2.01, 0.83], [-0.47, 0.78, 0.44], [2.57, 0.21, -0.12], [0.46, -1.35, -1.00]], "e_homo_ev": [-8.87, -8.87], "relative_energy_kj_mol": 414.7, "gap_ev": [7.18, 7.18], "molar_mass_g_mol": 175.9}

Entry 8:
{"formula": "C22H26N4O2S", "method": "the ωB97M-V functional and the def2-TZVPD basis", "species": ["H", "C", "H", "N", "C", "H", "H", "H", "H", "H", "H", "O", "C", "C", "C", "C", "C", "C", "H", "C", "C", "H", "N", "H", "S", "C", "C", "C", "C", "H", "H", "C", "H", "C", "H", "C", "O", "H", "H", "C", "H", "H", "H", "C", "H", "H", "H", "C", "N", "N", "C", "H", "H", "H", "C"], "positions_angstrom": [[-4.70, 1.34, -2.06], [-0.72, 0.55, -0.03], [-3.82, -2.75, -0.58], [-1.56, 1.45, -0.46], [-5.49, -0.86, 0.32], [6.26, 0.08, 0.99], [-6.63, -0.38, 2.09], [-5.14, 0.56, 1.90], [2.31, 3.68, 1.46], [-6.44, 2.71, -0.90], [-6.23, 0.43, -1.86], [5.49, 0.48, -1.22], [-2.84, -2.49, -0.20], [3.75, -2.12, 0.94], [1.75, 0.34, -0.33], [-0.26, -1.84, 0.62], [-5.88, 1.94, -0.35], [-6.00, 0.15, 1.37], [-7.09, 2.01, 1.44], [-0.69, -3.14, 0.63], [3.03, 0.83, -0.17], [-5.02, 2.41, 0.12], [-2.83, 1.18, -0.65], [0.73, -1.58, 0.95], [4.32, -0.26, -0.82], [2.16, 2.73, 0.96], [3.27, 2.04, 0.48], [0.65, 1.02, 0.17], [-2.46, -1.14, -0.15], [4.58, 3.71, 0.50], [4.22, -2.96, 1.46], [5.58, -0.60, 1.49], [1.63, -0.56, -0.91], [-6.77, 1.28, 0.70], [4.96, -0.06, 2.22], [-3.32, -0.03, -0.47], [3.71, -1.13, -1.78], [3.21, -2.49, 0.08], [0.03, 2.79, 1.19], [-5.38, 0.88, -1.34], [3.06, -1.62, 1.64], [-7.66, 0.87, 0.22], [5.00, 2.46, 1.67], [0.88, 2.24, 0.82], [-0.02, -3.92, 0.98], [6.15, -1.37, 2.01], [-2.26, -4.51, 0.11], [-1.96, -3.47, 0.17], [-4.67, -0.19, -0.67], [4.78, -1.23, 0.47], [4.63, 2.63, 0.65], [-4.91, -1.63, 0.83], [5.33, 2.20, -0.05], [-6.33, -1.32, -0.19], [-1.12, -0.82, 0.17]], "e_homo_ev": -7.99, "relative_energy_kj_mol": 253.9, "gap_ev": 8.04, "smiles": "Cc1ccc(-c2nnc(N3CCCCC3)c3ccccc23)cc1S(=O)(=O)N(C)C", "molar_mass_g_mol": 410.5}